No. 1
{"formula": "C30H33DyN5O2", "method": "ωB97M-V with the def2-TZVPD basis set", "homo_ev": [-10.258, -10.269], "spin_multiplicity": 6, "s_squared": 9.335, "charge": 1, "orbital_gap_ha": [0.2636, 0.2640], "lumo_energy_ev": [-3.1, -3.1], "species": ["Dy", "C", "N", "C", "C", "C", "N", "C", "C", "C", "C", "C", "C", "C", "O", "C", "C", "C", "N", "C", "C", "C", "C", "C", "C", "C", "O", "H", "H", "H", "H", "H", "H", "H", "H", "H", "H", "H", "H", "H", "H", "H", "H", "H", "H", "H", "H", "H", "H", "H", "H", "H", "N", "C", "C", "C", "C", "C", "C", "C", "C", "N", "C", "H", "H", "H", "H", "H", "H", "H", "H"], "coordinates": [[0.04, -0.31, -0.42], [-2.84, 0.89, -1.68], [-2.82, -0.49, -1.11], [-3.13, -1.51, -2.15], [-1.99, -2.45, -2.51], [-0.90, -1.87, -3.37], [0.05, -1.01, -2.65], [0.85, -0.37, -3.49], [2.22, -0.03, -3.29], [2.96, 0.45, -4.38], [4.28, 0.89, -4.22], [4.93, 0.64, -2.98], [4.24, 0.05, -1.97], [2.86, -0.25, -2.02], [2.29, -0.63, -0.88], [-3.87, -0.58, -0.04], [-3.61, 0.29, 1.20], [-2.21, 0.10, 1.84], [-1.15, 0.92, 1.29], [-1.14, 2.14, 1.70], [-0.31, 3.21, 1.06], [-0.15, 4.41, 1.73], [0.63, 5.44, 1.23], [1.32, 5.27, 0.03], [1.17, 4.09, -0.71], [0.42, 3.01, -0.18], [0.44, 1.84, -0.80], [-3.80, 1.20, -2.12], [-2.06, 0.97, -2.43], [-2.55, 1.60, -0.90], [-3.46, -0.99, -3.09], [-4.02, -2.04, -1.79], [-2.40, -3.37, -3.05], [-1.62, -2.91, -1.60], [-1.33, -1.30, -4.19], [-0.42, -2.78, -3.74], [0.39, -0.06, -4.46], [2.46, 0.66, -5.36], [4.80, 1.34, -5.07], [5.95, 1.04, -2.87], [4.81, -0.15, -1.04], [-3.90, -1.62, 0.34], [-4.88, -0.28, -0.45], [-4.37, -0.05, 1.94], [-3.79, 1.38, 0.98], [-1.90, -0.93, 1.81], [-2.40, 0.32, 2.94], [-1.76, 2.51, 2.51], [-0.73, 4.65, 2.63], [0.86, 6.30, 1.88], [1.98, 6.09, -0.28], [1.74, 3.89, -1.63], [1.75, 0.16, 1.70], [1.54, -0.68, 2.80], [1.90, -0.31, 4.09], [1.65, -1.19, 5.16], [1.13, -2.48, 4.93], [0.78, -2.89, 3.65], [0.15, -4.11, 3.34], [-0.32, -4.34, 2.06], [-0.15, -3.40, 1.07], [0.36, -2.21, 1.31], [0.90, -1.94, 2.55], [1.94, 1.13, 2.02], [2.49, -0.23, 1.04], [2.38, 0.64, 4.27], [1.77, -0.85, 6.17], [0.83, -3.16, 5.70], [0.13, -4.91, 4.11], [-0.82, -5.26, 1.78], [-0.56, -3.60, 0.08]]}

---

No. 2
{"formula": "InO4P", "method": "ωB97M-V with the def2-TZVPD basis set", "homo_ev": -9.335, "e_above_lowest_kcal_mol": 14.66, "orbital_gap_ha": 0.1471, "lumo_energy_ev": -5.3, "species": ["In", "P", "O", "O", "O", "O"], "coordinates": [[1.67, -0.86, 0.96], [-0.25, 0.17, -0.23], [1.18, 0.77, -0.21], [-1.41, 1.09, 0.28], [-0.30, -0.98, 0.82], [-0.89, -0.20, -1.62]]}

---

No. 3
{"formula": "C18H34IN2O5", "method": "ωB97M-V with the def2-TZVPD basis set", "homo_ev": -11.649, "e_above_lowest_kcal_mol": 42.62, "charge": 1, "orbital_gap_ha": 0.2629, "lumo_energy_ev": -4.5, "species": ["C", "C", "O", "C", "N", "C", "C", "I", "C", "C", "O", "O", "C", "C", "C", "C", "C", "N", "H", "H", "H", "H", "H", "H", "H", "H", "H", "H", "H", "H", "H", "H", "H", "H", "H", "H", "C", "C", "C", "O", "H", "H", "H", "H", "H", "H", "H", "H", "C", "C", "C", "O", "H", "H", "H", "H", "H", "H", "H", "H"], "coordinates": [[3.99, -2.72, 0.11], [2.80, -1.81, -0.44], [1.96, -1.46, 0.72], [1.47, -0.20, 0.66], [2.23, 0.93, 0.44], [1.68, 2.22, 0.43], [0.27, 2.47, 0.65], [-0.63, 4.42, 0.68], [-0.61, 1.29, 0.86], [-2.16, 1.49, 1.06], [-2.79, 1.75, 0.07], [-2.79, 1.36, 2.28], [0.00, -0.04, 0.87], [-0.90, -1.32, 1.11], [-1.91, -1.47, -0.12], [-1.99, -2.97, -0.66], [-2.77, -3.97, 0.31], [-3.44, -3.36, 1.47], [4.03, -3.70, -0.45], [4.98, -2.19, 0.04], [3.82, -3.01, 1.19], [3.16, -0.93, -1.03], [2.18, -2.48, -1.09], [3.23, 0.81, 0.27], [2.32, 3.12, 0.24], [-2.45, 0.58, 2.76], [-1.43, -1.13, 2.08], [-0.26, -2.24, 1.14], [-2.92, -1.11, 0.22], [-1.52, -0.79, -0.93], [-2.53, -2.92, -1.65], [-0.92, -3.27, -0.85], [-3.49, -4.56, -0.32], [-2.03, -4.71, 0.72], [-4.14, -2.67, 1.19], [-2.79, -2.99, 2.16], [-0.64, 8.06, 1.77], [-1.66, 8.82, 0.93], [-2.54, 9.70, 1.79], [-2.46, 7.89, 0.21], [-1.15, 7.41, 2.49], [-0.02, 7.43, 1.14], [0.01, 8.75, 2.32], [-1.13, 9.43, 0.19], [-3.11, 9.10, 2.51], [-3.27, 10.23, 1.17], [-1.95, 10.44, 2.34], [-2.93, 7.34, 0.85], [1.69, -6.04, -1.73], [2.38, -5.05, -2.67], [2.20, -5.46, -4.12], [3.77, -5.00, -2.36], [2.12, -7.04, -1.84], [1.84, -5.74, -0.69], [0.62, -6.09, -1.93], [1.97, -4.05, -2.51], [2.64, -6.44, -4.31], [2.70, -4.75, -4.78], [1.14, -5.49, -4.40], [4.14, -5.88, -2.50]]}

---

No. 4
{"formula": "CH3NO3S", "method": "ωB97M-V with the def2-TZVPD basis set", "homo_ev": [-7.467, -7.821], "e_above_lowest_kcal_mol": 108.28, "orbital_gap_ha": [0.2586, 0.2815], "lumo_energy_ev": [-0.4, -0.2], "species": ["C", "N", "O", "O", "O", "S", "H", "H", "H"], "coordinates": [[-0.23, -0.58, 0.05], [0.08, -0.14, -1.11], [-0.96, -1.23, 0.65], [-0.66, -0.66, -2.19], [1.46, 0.20, 1.26], [1.15, -0.12, 2.76], [0.54, 0.71, -1.31], [-0.08, -1.28, -2.67], [0.61, 1.24, 3.03]]}

---

No. 5
{"formula": "C5H6N", "method": "ωB97M-V with the def2-TZVPD basis set", "homo_ev": -14.626, "e_above_lowest_kcal_mol": 154.35, "charge": 1, "orbital_gap_ha": 0.3211, "lumo_energy_ev": -5.9, "species": ["C", "C", "C", "C", "C", "N", "H", "H", "H", "H", "H", "H"], "coordinates": [[-0.33, 0.94, -0.67], [0.33, -0.98, 1.98], [-0.80, -0.49, 1.69], [0.55, 0.00, -2.61], [-0.76, 1.47, 0.37], [0.04, 0.05, -1.47], [0.53, -1.83, 2.62], [1.43, -0.83, 1.77], [-1.81, -0.49, 1.83], [0.76, -1.03, -3.02], [0.82, 0.81, -3.29], [-0.78, 2.38, 0.81]]}

---

Calculated values (Ha) of DFT total energy for the records, taken in order: -2472.21822; -832.35704; -1489.33960; -718.39852; -248.36971.